A cluster of 4 separate species, C21H46N4O4P in total at a distorted geometry. Source: OMol25; level of theory: ωB97M-V with the def2-TZVPD basis set.

Summary:
HOMO-LUMO gap in eV: 7.68
HOMO level in eV: -10.90
LUMO level in eV: -3.2
Net charge: +1

Element x y z (Å)
O: 1.0970 1.4666 2.7466
C: 0.5765 0.4238 3.0252
C: -0.9146 0.2474 2.8670
C: -1.5159 1.5053 2.2076
P: -2.8632 0.9922 1.1327
N: 1.3195 -0.6331 3.5387
C: 0.7310 -1.9512 3.4769
C: 1.0664 -2.8255 2.4497
C: 0.4642 -4.0761 2.3956
C: -0.4594 -4.4606 3.3604
C: -0.7829 -3.5952 4.4014
C: -0.1764 -2.3483 4.4538
H: -1.1433 -0.6476 2.2908
H: -1.3571 0.1138 3.8496
H: -0.7902 2.0987 1.6591
H: -1.9938 2.1171 2.9681
H: -3.8055 0.2630 1.8579
H: -2.3804 0.1001 0.1745
H: -3.4652 2.0967 0.5251
H: 2.1989 -0.6261 3.0325
H: 1.7890 -2.5584 1.6920
H: 0.6958 -4.7589 1.5926
H: -0.9240 -5.4327 3.3330
H: -1.4931 -3.8766 5.1597
H: -0.3859 -1.6457 5.2478
C: -2.3263 -9.1675 -0.8404
C: -1.5641 -9.0758 0.4779
C: -1.6508 -7.6958 1.1453
O: -0.8294 -6.6983 0.5597
C: -1.3741 -6.0689 -0.5851
N: -0.1811 -9.5038 0.2563
H: -1.7937 -8.6771 -1.6552
H: -2.4557 -10.2105 -1.1251
H: -3.3175 -8.7163 -0.7575
H: -2.0249 -9.7864 1.1698
H: -1.2917 -7.7967 2.1736
H: -2.6901 -7.3452 1.2018
H: -2.4608 -5.9685 -0.5102
H: -1.1179 -6.6095 -1.4982
H: -0.9332 -5.0728 -0.6541
H: 0.3053 -9.5553 1.1471
H: 0.2991 -8.7641 -0.2491
C: -0.4021 2.5270 -4.2344
C: -1.6740 2.0292 -3.5567
C: -2.4539 3.1253 -2.8175
O: -1.8922 3.5138 -1.5734
C: -0.8320 4.4641 -1.6686
N: -1.3352 0.9032 -2.6748
H: 0.4022 2.7018 -3.5199
H: -0.0433 1.7861 -4.9474
H: -0.5831 3.4557 -4.7767
H: -2.3334 1.6480 -4.3407
H: -3.4476 2.7307 -2.5792
H: -2.6065 4.0034 -3.4540
H: -0.9882 5.1645 -2.4895
H: 0.1313 3.9697 -1.7849
H: -0.8074 5.0239 -0.7338
H: -2.1958 0.4976 -2.3132
H: -0.8614 1.2882 -1.8604
C: 2.2969 7.7319 -0.9182
C: 2.7086 6.2648 -0.8455
C: 4.1812 6.0510 -0.4680
O: 5.0959 6.2918 -1.5155
C: 5.4607 7.6482 -1.7079
N: 2.3653 5.6115 -2.1143
H: 2.6620 8.2134 -1.8245
H: 1.2101 7.8187 -0.9249
H: 2.6728 8.2901 -0.0591
H: 2.1099 5.7984 -0.0557
H: 4.3129 4.9968 -0.2075
H: 4.4516 6.6355 0.4208
H: 5.5050 8.1904 -0.7595
H: 4.7725 8.1540 -2.3890
H: 6.4504 7.6593 -2.1623
H: 2.5467 4.6146 -2.0292
H: 3.0395 5.9211 -2.8097

Löwdin population analysis, charges in e, atoms 1 to 5:
1 O 0.10
2 C -0.47
3 C -0.15
4 C -0.35
5 P 1.09


A structure of composition C21H47AlBN2O5S at a distorted geometry. Source: OMol25; level of theory: ωB97M-V with the def2-TZVPD basis set.

Summary:
Expectation value of S²: 2.01
Multiplicity: 3
HOMO-LUMO gap (spin up / spin down) in eV: 6.41 / 6.31
HOMO level (spin up / spin down) in eV: -4.27 / -4.27
LUMO level (spin up / spin down) in eV: 2.1 / 2.0
Net charge: -1

Element x y z (Å)
C: 0.7729 -0.1096 -0.4709
C: 1.5465 -1.3033 -1.1236
B: 2.2943 -2.1431 0.0048
O: 1.8750 -3.4755 0.1122
Al: 3.7400 -1.1975 1.2746
C: 5.1815 -2.5000 1.9678
S: 4.5995 -3.8609 2.8475
O: 5.2943 -5.0772 2.4818
O: 4.5477 -3.5547 4.2609
H: 1.0506 0.8311 -0.9415
H: -0.3058 -0.2448 -0.5565
H: 1.0332 -0.0097 0.5849
H: 2.2660 -0.8778 -1.8231
H: 0.8132 -1.9224 -1.6571
H: 0.9558 -3.5372 -0.1662
H: 4.5558 -0.0734 0.4142
H: 3.0018 -0.4312 2.5009
H: 5.7967 -2.8683 1.1493
H: 5.8083 -1.9629 2.6821
H: 3.3170 -4.0001 2.4406
C: 3.4732 5.8552 1.0144
C: 2.3862 4.9634 0.3877
C: 1.0641 5.7252 0.3123
C: 0.4275 5.9447 1.6843
C: 0.2718 4.6224 2.4385
C: 1.5455 3.7730 2.4993
N: 2.1980 3.6966 1.1557
O: 1.6416 2.7919 0.4310
C: 2.5175 4.3329 3.5516
C: 1.1938 2.3606 2.9543
C: 2.8818 4.6204 -1.0115
H: 3.8146 6.5792 0.2738
H: 3.1318 6.4300 1.8716
H: 4.3329 5.2582 1.3197
H: 0.3655 5.1652 -0.3175
H: 1.2357 6.6839 -0.1842
H: 1.0166 6.6529 2.2738
H: -0.5555 6.4041 1.5566
H: -0.0674 4.8119 3.4595
H: -0.5154 4.0380 1.9521
H: 3.4737 3.8120 3.4984
H: 2.1041 4.1729 4.5474
H: 2.7009 5.4014 3.4608
H: 0.4072 1.9213 2.3450
H: 0.8408 2.4016 3.9861
H: 2.0579 1.6973 2.9081
H: 3.8404 4.1022 -0.9649
H: 3.0153 5.5451 -1.5752
H: 2.1802 3.9905 -1.5522
C: -4.1215 -2.5924 -4.0646
C: -3.1178 -3.3576 -3.1835
C: -3.5585 -4.8118 -3.0274
C: -4.8034 -4.9648 -2.1544
C: -4.6119 -4.2907 -0.7946
C: -4.1091 -2.8458 -0.8714
N: -2.9708 -2.7278 -1.8347
O: -1.8646 -3.0833 -1.2824
C: -5.2561 -1.8960 -1.2564
C: -3.6335 -2.4008 0.5071
C: -1.7800 -3.2832 -3.9092
H: -3.9573 -2.8602 -5.1083
H: -5.1622 -2.8208 -3.8491
H: -3.9778 -1.5156 -3.9702
H: -2.7403 -5.3867 -2.5829
H: -3.7364 -5.2346 -4.0190
H: -5.6827 -4.5577 -2.6615
H: -5.0089 -6.0262 -2.0019
H: -5.5507 -4.3021 -0.2361
H: -3.8969 -4.8807 -0.2136
H: -4.8731 -0.8923 -1.4439
H: -5.9680 -1.8350 -0.4332
H: -5.8195 -2.2166 -2.1289
H: -2.9063 -3.0887 0.9307
H: -4.4907 -2.3584 1.1797
H: -3.1784 -1.4110 0.4645
H: -1.4733 -2.2460 -4.0507
H: -1.8858 -3.7475 -4.8903
H: -0.9896 -3.8013 -3.3728

Löwdin population analysis, charges in e, atoms 1 to 5:
1 C -0.12
2 C -0.22
3 B -0.54
4 O 0.01
5 Al 0.33


A structure of composition C21H47BCaNO11PS at a distorted geometry. Source: OMol25; level of theory: ωB97M-V with the def2-TZVPD basis set.

Summary:
HOMO-LUMO gap in eV: 3.81
HOMO level in eV: -13.56
LUMO level in eV: -9.7
Relative energy (zero: lowest compared OMol25 entry of this formula, charge and spin) in eV: 0.000
Net charge: +2

Element x y z (Å)
C: -5.0400 1.5470 -1.5182
C: -4.1488 0.3340 -1.2072
P: -2.4118 0.8822 -0.8856
C: -1.5638 0.4825 -2.4796
C: -0.5107 1.5253 -2.9066
N: -1.5822 -0.0432 0.2484
C: -2.1082 0.1651 1.6190
C: -0.9936 0.0189 2.6566
C: -0.0306 1.2157 2.6437
C: 1.4202 0.8160 2.8941
S: 1.8318 0.1544 4.5083
O: 2.1789 -1.2195 4.3451
O: 2.6930 1.0782 5.1849
O: 0.4311 0.1999 5.2855
C: -1.1400 -1.4287 -0.0326
O: -1.9774 -2.1198 -0.9398
C: -3.1884 -2.6444 -0.3887
C: -3.0698 -4.0122 0.2860
C: -2.6749 -3.9857 1.7677
O: -2.1933 -4.7988 -0.5068
C: 0.3147 -1.4987 -0.6040
O: 0.8757 -0.1855 -0.5742
C: 2.2641 -0.0766 -0.9275
C: 2.6065 -0.8937 -2.1774
O: 3.8884 -0.6107 -2.6630
C: 4.9462 -1.0106 -1.7985
C: 2.5603 1.4106 -1.1225
O: 3.5550 1.8413 -0.2126
C: 3.2251 3.0534 0.3808
O: 3.2612 4.0710 -0.6005
C: 2.3610 5.1389 -0.3679
C: 1.0785 4.9490 -1.1612
O: 0.1941 3.9825 -0.5724
B: 1.1288 -2.6057 0.2378
C: 0.9332 -4.1323 -0.0046
O: 1.9529 -2.1247 1.2202
H: -5.4980 1.9435 -0.6127
H: -4.4585 2.3795 -1.9399
H: -5.8309 1.2922 -2.2250
H: -4.4988 -0.1854 -0.3151
H: -4.2140 -0.4096 -2.0175
H: -1.1597 -0.5347 -2.5177
H: -2.3736 0.5345 -3.2207
H: -0.9539 2.3892 -3.4526
H: 0.2639 1.0852 -3.5503
H: -0.0051 1.9376 -2.0331
H: -2.4873 1.1928 1.6659
H: -2.9437 -0.5062 1.8482
H: -1.4490 -0.1217 3.6376
H: -0.4271 -0.8987 2.4641
H: -0.3564 1.9673 3.3653
H: -0.0444 1.6499 1.6375
H: 2.1040 1.6560 2.7764
H: 1.6953 0.0209 2.1977
H: 0.5283 0.8298 6.0180
H: -1.1693 -1.9372 0.9350
H: -3.8782 -2.7302 -1.2303
H: -3.6271 -1.9401 0.3229
H: -4.0782 -4.4415 0.2188
H: -2.9023 -3.0235 2.2345
H: -1.6001 -4.1412 1.8748
H: -3.1802 -4.7722 2.3272
H: -2.4242 -5.7311 -0.4101
H: 0.2205 -1.8427 -1.6451
H: 2.8993 -0.3963 -0.0982
H: 1.9127 -0.6257 -2.9864
H: 2.5152 -1.9729 -1.9812
H: 5.8242 -1.1785 -2.4185
H: 5.1690 -0.2343 -1.0610
H: 4.6933 -1.9427 -1.2770
H: 2.8839 1.6199 -2.1480
H: 1.6384 1.9705 -0.9316
H: 2.2150 3.0041 0.8128
H: 3.9629 3.2422 1.1660
H: 2.1536 5.2563 0.7020
H: 2.8443 6.0585 -0.7078
H: 1.3588 4.5638 -2.1472
H: 0.5813 5.9142 -1.2945
H: -0.5779 4.4364 -0.2200
H: 0.2130 -4.5022 0.7319
H: 0.5428 -4.4046 -0.9847
H: 1.8580 -4.6834 0.1965
H: 2.8559 -2.4620 1.2613
Ca: -2.3735 0.9296 -5.1111

Löwdin population analysis, charges in e, atoms 1 to 5:
1 C -0.16
2 C -0.40
3 P 1.04
4 C -0.43
5 C -0.16


| no. | molecular weight (g mol⁻¹) | energy (eV) |
| --- | --- | --- |
| 1 | 449.60 | -45953.6343 |
| 2 | 477.48 | -53863.6922 |
| 3 | 603.53 | -85772.1113 |